(1)
Below is the molecule C4H9NO2, with properties calculated with ωB97M-V/def2-TZVPD.

Atoms and positions in Å:
1 C 2.00 0.15 0.68
2 C 0.45 0.11 0.76
3 C -0.23 0.18 -0.62
4 N 0.07 -0.93 -1.47
5 C -1.76 0.26 -0.37
6 O -2.60 -0.34 -1.00
7 O -2.15 1.05 0.69
8 H 2.28 1.18 0.45
9 H 2.42 -0.45 -0.13
10 H 2.42 -0.18 1.62
11 H 0.10 0.93 1.37
12 H 0.23 -0.86 1.20
13 H -0.04 1.12 -1.15
14 H 0.46 -1.73 -1.00
15 H -0.69 -1.18 -2.09
16 H -2.95 0.67 1.06

## Properties
Charge: 0
HOMO-LUMO gap in eV: 10.10
HOMO in eV: -9.330
LUMO energy in eV: 0.8
Structure (SMILES): CC[C@@H](N)C(=O)O
E in a.u.: -363.055295

Löwdin atomic charge list, values in e, 5 entries: C -0.093; C -0.201; C -0.336; N 0.054; C -0.453

***

(2)
Below is a structure of composition C43H35BrCdF3I2N5O2S, with properties calculated with ωB97M-V/def2-TZVPD.

Atoms and positions in Å:
1 Cd -0.52 0.34 -0.15
2 F 0.00 -3.49 -4.10
3 C -0.83 -2.86 -3.22
4 C -0.33 -1.89 -2.36
5 C -1.18 -1.23 -1.48
6 C -2.55 -1.53 -1.50
7 C -2.99 -2.57 -2.31
8 F -4.28 -3.04 -2.27
9 C -2.15 -3.24 -3.19
10 C -3.47 -0.70 -0.67
11 C -4.85 -0.68 -0.86
12 C -5.63 0.14 -0.05
13 C -5.02 0.92 0.92
14 C -3.64 0.85 1.02
15 N -2.90 0.07 0.26
16 H 0.72 -1.66 -2.39
17 H -2.53 -4.03 -3.82
18 H -5.33 -1.27 -1.62
19 H -6.71 0.16 -0.19
20 H -5.59 1.56 1.57
21 H -3.10 1.44 1.76
22 I -2.30 3.15 -4.54
23 C -0.32 2.46 -4.26
24 C 0.62 2.62 -5.26
25 C 1.90 2.17 -5.04
26 I 3.30 2.43 -6.64
27 C 2.29 1.59 -3.83
28 C 3.59 1.14 -3.53
29 C 3.85 0.60 -2.30
30 C 2.82 0.50 -1.36
31 N 1.59 0.89 -1.62
32 C 1.30 1.42 -2.81
33 C -0.08 1.87 -3.01
34 O -0.98 1.74 -2.14
35 H 0.35 3.08 -6.19
36 H 4.37 1.24 -4.27
37 H 4.85 0.25 -2.05
38 H 2.98 0.07 -0.38
39 F -0.08 0.75 7.26
40 C 0.39 0.77 5.97
41 C 1.16 -0.36 5.56
42 C 1.78 -0.33 4.36
43 C 1.70 0.80 3.48
44 C 2.46 0.88 2.38
45 C 0.64 1.83 3.78
46 C 0.19 1.84 5.18
47 H 1.22 -1.21 6.23
48 H 2.40 -1.16 4.05
49 H 3.13 0.08 2.11
50 H 2.41 1.72 1.71
51 H 0.91 2.83 3.44
52 H -0.40 2.68 5.52
53 C -2.90 -3.36 1.58
54 C -1.71 -3.04 2.50
55 C -2.26 -2.59 3.85
56 C -0.86 -4.30 2.69
57 O -0.90 -2.06 1.90
58 H -3.48 -4.19 1.99
59 H -2.55 -3.63 0.59
60 H -3.54 -2.49 1.49
61 H -2.90 -3.36 4.28
62 H -2.84 -1.67 3.72
63 H -1.44 -2.38 4.54
64 H -1.45 -5.11 3.13
65 H -0.02 -4.08 3.35
66 H -0.46 -4.63 1.73
67 N -1.19 0.28 3.07
68 C -0.52 1.33 2.77
69 N -0.33 1.75 1.51
70 C -0.35 3.08 1.20
71 C 0.34 3.59 0.10
72 C 0.25 4.92 -0.26
73 C -0.53 5.79 0.50
74 C -1.22 5.31 1.60
75 C -1.14 3.97 1.97
76 S -2.02 3.36 3.31
77 H -1.11 -1.16 2.28
78 H -1.08 0.01 4.04
79 H 0.95 2.91 -0.49
80 H 0.79 5.29 -1.12
81 H -0.60 6.83 0.23
82 H -1.84 5.98 2.18
83 Br 4.71 -4.98 -2.28
84 C 3.57 -4.14 -1.00
85 C 3.35 -4.76 0.23
86 C 2.51 -4.10 1.12
87 C 1.94 -2.89 0.75
88 N 2.17 -2.32 -0.43
89 C 2.96 -2.94 -1.29
90 H 3.82 -5.70 0.47
91 H 2.31 -4.53 2.09
92 H 1.26 -2.36 1.40
93 H 3.13 -2.44 -2.24

## Properties
Charge: -2
HOMO-LUMO gap in eV: 4.41
HOMO in eV: -1.035
LUMO energy in eV: 3.4
E in a.u.: -6118.836846

Löwdin atomic charge list, values in e, 5 entries: Cd 1.426; F 0.025; C -0.276; C -0.091; C -0.165

***

(3)
Below is a structure of composition C20H28CeNO2S, with properties calculated with ωB97M-V/def2-TZVPD.

Atoms and positions in Å:
1 O 0.35 -0.36 -2.64
2 C 0.51 0.81 -3.57
3 C 0.39 0.05 -4.86
4 H 1.46 1.33 -3.44
5 H -0.30 1.53 -3.43
6 C 0.35 -1.14 -3.89
7 H 1.29 0.06 -5.47
8 H -0.56 0.22 -5.35
9 C 1.65 -1.91 -4.03
10 H 2.51 -1.24 -3.92
11 H 1.69 -2.35 -5.04
12 H 1.66 -2.72 -3.29
13 C -0.88 -2.01 -4.07
14 H -1.81 -1.44 -3.96
15 H -0.83 -2.83 -3.34
16 H -0.85 -2.44 -5.08
17 Ce -0.13 -0.75 1.92
18 C -2.37 -1.14 3.70
19 C -2.15 0.26 3.79
20 C -2.34 0.82 2.50
21 H -2.01 0.83 4.71
22 C -2.68 -0.25 1.59
23 C -2.68 -1.46 2.35
24 H -3.02 -2.43 2.00
25 H -2.45 -1.81 4.56
26 H -2.37 1.89 2.26
27 H -2.94 -0.14 0.54
28 C 1.05 -2.53 3.78
29 C 0.14 -3.25 2.94
30 C 0.63 -3.15 1.59
31 H -0.76 -3.77 3.27
32 C 1.83 -2.35 1.61
33 C 2.06 -1.96 2.97
34 H 2.86 -1.30 3.32
35 H 0.96 -2.43 4.87
36 H 0.10 -3.50 0.70
37 H 2.37 -1.98 0.74
38 O 1.42 2.76 -1.37
39 C 0.46 1.87 -0.68
40 C -0.71 2.81 -0.37
41 H 0.97 1.48 0.24
42 H 0.14 1.02 -1.30
43 C 0.02 4.09 0.12
44 H -1.51 2.39 0.27
45 H -1.18 3.04 -1.34
46 C 1.46 3.85 -0.34
47 H -0.12 4.20 1.21
48 H -0.47 4.93 -0.38
49 H 2.08 3.40 0.49
50 H 2.03 4.71 -0.72
51 S 1.14 2.19 5.81
52 C 0.87 1.37 4.50
53 N 0.67 0.71 3.49

## Properties
Charge: 0
Multiplicity: 2
HOMO-LUMO gap (alpha / beta) in eV: 7.92 / 8.03
HOMO (alpha / beta) in eV: -7.831 / -7.932
LUMO energy (alpha / beta) in eV: 0.1 / 0.1
E in a.u.: -1857.369585

Löwdin atomic charge list, values in e, 5 entries: O -0.117; C -0.153; C -0.082; H 0.122; H 0.118

***

Q: What is the charge in the third record?
A: 0

***

Q: charge of number 1 (C4H9NO2)?
A: 0